{
  "formula": "C3H9NP2",
  "method": "wB97M-V/def2-TZVPD",
  "species": ["C", "C", "N", "P", "H", "H", "H", "H", "H", "H", "C", "P", "H", "H", "H"],
  "coordinates": [[0.990, -1.495, 0.602], [1.099, -0.685, -0.625], [1.366, 0.543, -0.720], [1.410, 1.766, 0.405], [-0.015, -1.405, 0.846], [1.770, -1.100, 1.268], [1.193, -2.568, 0.467], [1.010, -1.239, -1.546], [2.572, 2.367, 0.107], [2.089, 1.132, 1.483], [-2.058, 2.442, 0.028], [-1.788, 0.974, 0.678], [-1.747, 2.823, -0.883], [-2.879, 3.101, 0.413], [-2.682, 0.987, 1.680]],
  "forces_ev_per_angstrom": [[2.23, -0.47, -0.38], [0.77, -0.08, -0.72], [-0.17, -0.20, -1.13], [-0.82, -0.46, 1.58], [-1.73, 0.25, 1.54], [-0.85, -0.11, 0.60], [0.00, 0.41, -0.34], [-0.16, -0.11, -0.62], [1.51, 0.78, -0.98], [-0.25, 0.00, 0.41], [-3.02, 0.95, 1.53], [1.53, -0.98, -1.31], [1.42, 0.36, -1.56], [0.82, -0.64, -0.06], [-1.27, 0.31, 1.45]],
  "mulliken_charge": [-0.9340, 0.1181, -0.4146, -0.0306, 0.2281, 0.2811, 0.3002, 0.3953, 0.0443, -0.0094, -0.5187, -0.0099, 0.3340, 0.2286, -0.0126],
  "smiles": "C/C=N\\P.C=P",
  "e_above_lowest_kcal_mol": 63.2,
  "charge": 0,
  "homo_lumo_gap_ev": 8.9,
  "multiplicity": 1,
  "homo_ev": -8.729
}

{
  "formula": "C19H15ClN4O3S3",
  "method": "wB97M-V/def2-TZVPD",
  "species": ["O", "C", "C", "S", "C", "N", "N", "C", "S", "C", "C", "C", "C", "C", "Cl", "C", "C", "S", "N", "N", "C", "C", "C", "C", "C", "C", "C", "C", "O", "O", "H", "H", "H", "H", "H", "H", "H", "H", "H", "H", "H", "H", "H", "H", "H"],
  "coordinates": [[4.428, -1.078, -3.796], [3.432, -1.004, -3.116], [2.867, 0.285, -2.567], [1.339, 0.708, -3.478], [0.664, 1.821, -2.352], [1.232, 2.196, -1.256], [0.494, 3.018, -0.521], [-0.654, 3.295, -1.039], [-1.844, 4.285, -0.283], [-1.069, 4.457, 1.376], [-0.960, 3.137, 2.067], [-2.103, 2.400, 2.357], [-2.011, 1.165, 2.970], [-0.762, 0.658, 3.295], [-0.636, -0.901, 4.034], [0.388, 1.380, 3.019], [0.284, 2.615, 2.402], [-0.938, 2.517, -2.594], [2.726, -2.120, -2.772], [1.635, -2.077, -2.000], [1.060, -3.159, -1.667], [-0.132, -3.184, -0.842], [-0.962, -4.304, -0.912], [-2.145, -4.361, -0.201], [-2.527, -3.292, 0.593], [-1.709, -2.180, 0.688], [-0.508, -2.121, -0.007], [0.374, -0.951, 0.252], [1.541, -0.999, 0.541], [-0.310, 0.196, 0.208], [2.593, 0.165, -1.519], [3.582, 1.094, -2.701], [-0.095, 4.920, 1.231], [-1.737, 5.139, 1.904], [-3.072, 2.795, 2.091], [-2.900, 0.597, 3.193], [1.355, 0.972, 3.268], [1.179, 3.172, 2.172], [3.098, -3.019, -3.092], [1.422, -4.131, -2.025], [-0.676, -5.131, -1.546], [-2.772, -5.238, -0.270], [-3.456, -3.327, 1.142], [-1.989, -1.350, 1.318], [0.275, 0.942, 0.438]],
  "forces_ev_per_angstrom": [[0.15, 0.01, -0.09], [-0.20, 0.33, 0.11], [-0.21, 0.35, -0.08], [0.26, -0.26, -0.33], [-0.54, 0.27, -0.07], [1.08, -0.94, -0.89], [-0.76, 1.10, 0.80], [-0.11, -0.30, -0.58], [-0.34, 0.45, 0.29], [-0.06, -0.06, -0.53], [-0.02, -0.17, 0.19], [0.19, 0.07, 0.02], [0.06, -0.11, 0.10], [-0.02, 0.27, -0.09], [0.01, -0.15, 0.07], [-0.02, -0.08, 0.13], [-0.15, 0.02, 0.18], [0.72, -0.01, 0.72], [0.40, -1.16, -0.39], [-0.65, 0.08, 0.35], [0.77, -0.13, -0.62], [-0.57, 0.15, 0.49], [0.21, 0.20, -0.03], [-0.10, 0.03, 0.08], [0.00, -0.09, -0.02], [0.08, 0.02, -0.11], [-0.16, -0.31, -0.09], [0.37, 0.38, 0.20], [0.04, -0.08, 0.16], [-0.39, 0.15, -0.17], [0.06, 0.05, -0.01], [0.03, -0.18, 0.05], [-0.04, 0.04, 0.11], [0.04, 0.05, -0.05], [-0.12, 0.02, -0.03], [-0.07, -0.08, 0.04], [0.08, -0.07, 0.02], [0.08, 0.04, -0.05], [-0.08, 0.35, 0.07], [0.04, 0.08, 0.00], [0.04, -0.07, -0.07], [-0.05, -0.07, -0.02], [-0.07, -0.01, 0.06], [-0.02, 0.08, 0.05], [0.04, -0.26, 0.03]],
  "mulliken_charge": [-0.6386, 0.0423, -0.0801, -0.1378, 0.5075, -0.5049, -0.2640, 0.4604, -0.1275, -1.2418, 0.7431, -0.4238, -0.5917, 0.3192, -0.1751, -0.6071, -0.3587, -0.2005, -0.4502, 0.2338, -0.2982, 0.7893, -0.8653, -0.5818, -0.7763, -0.2715, 0.3203, 0.5956, -0.6178, -0.1310, 0.1170, 0.5467, 0.3857, 0.5105, 0.3801, 0.4784, 0.4209, 0.2705, 0.2406, 0.3535, 0.3944, 0.3964, 0.4202, 0.4217, -0.0046],
  "smiles": "O=C(CSc1nnc(SCc2ccc(Cl)cc2)s1)N/N=C/c1ccccc1C(=O)O",
  "e_above_lowest_kcal_mol": 0.0,
  "charge": 0,
  "homo_lumo_gap_ev": 8.5,
  "multiplicity": 1,
  "homo_ev": -8.501
}

{
  "formula": "C3H3NO4",
  "method": "wB97M-V/def2-TZVPD",
  "species": ["O", "C", "O", "C", "C", "O", "N", "O", "H", "H", "H"],
  "coordinates": [[-2.505, 0.831, -0.113], [-1.475, 0.176, -0.026], [-1.470, -1.078, -0.120], [-0.076, -1.473, 0.066], [0.661, -0.341, 0.035], [1.903, 0.011, -0.107], [-0.203, 0.679, -0.268], [0.315, 2.097, -0.069], [-0.002, -2.675, 0.165], [2.651, -0.529, -0.588], [0.199, 2.301, 1.026]],
  "forces_ev_per_angstrom": [[0.98, -0.22, 1.12], [-3.94, 6.25, -2.65], [2.60, -4.18, 1.28], [-0.63, -3.39, 0.35], [-0.29, -1.97, -1.82], [4.69, -0.73, -0.51], [1.11, 3.07, 1.43], [-2.22, -2.35, 3.99], [0.37, 3.60, -0.34], [-2.98, 0.89, 1.51], [0.32, -0.97, -4.37]],
  "mulliken_charge": [-0.6154, 0.5518, -0.2621, -0.5389, 0.5738, -0.5475, 0.1800, -0.3760, 0.2722, 0.3843, 0.3777],
  "smiles": "O=c1occ(O)n1O",
  "e_above_lowest_kcal_mol": 120.9,
  "charge": 0,
  "homo_lumo_gap_ev": 8.8,
  "multiplicity": 1,
  "homo_ev": -8.862
}

{
  "formula": "C9H14N2O",
  "method": "wB97M-V/def2-TZVPD",
  "species": ["C", "C", "C", "C", "C", "C", "C", "C", "C", "H", "H", "H", "H", "H", "H", "H", "H", "H", "H", "H", "H", "H", "H", "N", "N", "O"],
  "coordinates": [[-3.411, -1.796, 0.282], [-1.885, -1.782, 0.323], [-1.276, -0.960, 1.297], [0.291, -0.892, 1.496], [0.621, -0.483, 0.012], [1.293, -0.751, -1.971], [1.658, 0.536, -2.019], [0.725, 1.001, -0.064], [0.983, 3.143, 0.921], [-3.610, -0.709, 0.640], [-4.092, -2.882, 0.856], [-3.780, -1.762, -0.923], [-1.533, -1.859, -0.647], [-1.441, -2.814, 0.753], [-1.786, 0.082, 1.161], [-1.874, -1.083, 2.305], [0.381, 0.127, 2.399], [1.061, -1.779, 2.144], [1.352, -1.329, -3.016], [2.301, 1.309, -2.731], [0.397, 3.556, 1.669], [0.774, 3.984, -0.027], [2.135, 2.922, 0.970], [0.836, -1.413, -0.882], [1.375, 1.475, -1.141], [0.030, 1.714, 0.868]],
  "forces_ev_per_angstrom": [[-2.37, -0.46, -1.60], [-0.38, -7.07, 1.04], [-1.53, 4.05, 4.92], [0.17, 1.45, 2.73], [0.64, 1.12, 5.34], [0.36, -3.54, -4.69], [2.83, 4.57, -2.93], [-0.86, -2.60, -1.92], [-0.61, 0.08, -3.66], [-0.92, -2.07, -0.04], [2.28, 4.00, -1.59], [0.88, -0.37, 3.45], [1.02, 0.79, -1.81], [-1.38, 1.14, -1.31], [1.89, -0.69, -0.15], [1.41, -0.62, -1.37], [0.08, -3.17, -3.26], [-2.96, 2.21, -2.69], [0.17, 0.97, 2.65], [-1.46, -3.76, 0.10], [-0.02, 0.78, 2.11], [0.57, -3.22, 2.29], [-2.72, 0.15, 0.30], [0.46, 2.63, -0.50], [-2.14, 0.49, 4.70], [4.60, 3.13, -2.11]],
  "mulliken_charge": [-0.9628, -0.2407, -0.6944, -0.4129, 0.7490, -0.3004, -0.1553, 0.2141, -0.6646, 0.3070, 0.2362, 0.2363, 0.4343, 0.1898, 0.2808, 0.3022, 0.2064, 0.2603, 0.2590, 0.2687, 0.3320, 0.2474, 0.3087, -0.5269, -0.4674, -0.4070],
  "e_above_lowest_kcal_mol": 207.1,
  "charge": 0,
  "homo_lumo_gap_ev": 9.3,
  "multiplicity": 1,
  "homo_ev": -8.718
}

{
  "formula": "C4H12N2",
  "method": "wB97M-V/def2-TZVPD",
  "species": ["C", "C", "C", "N", "C", "N", "H", "H", "H", "H", "H", "H", "H", "H", "H", "H", "H", "H"],
  "coordinates": [[0.800, -0.330, 1.299], [-0.241, -0.098, 0.213], [-0.699, 1.359, 0.162], [-1.423, -1.066, 0.457], [0.135, -0.673, -1.136], [1.410, 0.032, -1.655], [0.373, -0.096, 2.273], [1.115, -1.370, 1.304], [1.670, 0.304, 1.140], [-1.164, 1.634, 1.109], [-1.423, 1.512, -0.637], [0.145, 2.024, -0.013], [-2.215, -0.888, -0.150], [-1.746, -1.040, 1.418], [0.399, -1.727, -1.065], [-0.624, -0.470, -1.892], [2.211, -0.139, -1.057], [1.278, 1.031, -1.769]],
  "forces_ev_per_angstrom": [[-0.29, -0.07, -0.32], [-2.57, -1.92, -0.02], [0.19, -0.31, -0.03], [0.83, 0.69, 0.93], [3.56, 2.33, -0.74], [-1.10, -0.92, -0.27], [0.02, 0.06, 0.10], [0.04, -0.11, 0.01], [0.02, 0.05, 0.04], [0.00, 0.04, 0.02], [-0.07, -0.01, -0.03], [0.07, 0.12, 0.02], [0.15, 0.25, 0.02], [-0.08, 0.15, -0.03], [-0.36, 0.07, 0.00], [-0.13, -0.30, 0.15], [-0.25, 0.07, -0.01], [-0.01, -0.19, 0.16]],
  "mulliken_charge": [-1.8424, 1.7163, -1.6871, -0.7137, -1.0075, -0.6520, 0.4237, 0.4044, 0.4068, 0.3834, 0.3443, 0.3876, 0.2354, 0.2389, 0.4316, 0.4264, 0.2572, 0.2467],
  "smiles": "CC(C)(N)CN",
  "e_above_lowest_kcal_mol": 10.1,
  "charge": 0,
  "homo_lumo_gap_ev": 9.8,
  "multiplicity": 1,
  "homo_ev": -8.878
}

- Number 5 is which compound?
  C4H12N2